91
Properties=species:S:1:pos:R:3:mulliken_charge:R:1 method="wB97M-V/def2-TZVPD" multiplicity=3 gap_ev="7.2 / 7.8" e_above_lowest_kj_mol=0.0 s_squared=2.007 energy_ha=-3953.69658 total_charge=0 homo_energy_ev="-6.907 / -7.755"
Pt 0.18 1.50 -0.40 1.95
C -1.84 0.05 7.71 -1.50
C -1.05 -0.07 6.43 1.04
C -1.51 -0.87 5.39 -1.10
C -0.81 -0.97 4.20 -0.13
C 0.37 -0.25 4.06 0.12
C 0.85 0.56 5.07 -0.38
C 0.14 0.64 6.26 -0.78
S 1.23 -0.28 2.50 0.30
O 0.15 0.03 1.50 -0.75
C 1.57 -2.06 2.43 1.28
C 1.90 -2.72 3.64 -1.08
C 2.20 -4.05 3.63 -1.17
C 2.17 -4.79 2.42 0.79
C 2.46 -6.17 2.39 -1.02
C 2.44 -6.86 1.21 -0.63
C 2.14 -6.19 0.00 -0.93
C 1.86 -4.85 0.00 -1.02
C 1.87 -4.12 1.22 1.01
C 1.57 -2.72 1.24 -0.17
C 1.39 -2.00 -0.06 -1.00
C 2.58 -1.54 -0.71 1.09
C 3.87 -1.82 -0.19 -1.26
C 4.99 -1.35 -0.83 -0.90
C 4.88 -0.56 -1.99 -0.81
C 3.64 -0.27 -2.50 -0.76
C 2.48 -0.76 -1.88 1.16
C 1.19 -0.40 -2.36 -0.88
C 0.06 -0.87 -1.74 -1.81
C 0.17 -1.72 -0.61 2.41
S -1.41 -2.16 0.16 0.97
O -1.15 -3.01 1.35 -0.73
C -1.92 -3.27 -1.15 0.04
C -2.65 -2.78 -2.21 -0.17
C -3.04 -3.64 -3.23 -0.98
C -2.73 -4.99 -3.18 1.06
C -3.17 -5.93 -4.26 -1.49
C -2.01 -5.47 -2.08 -0.94
C -1.61 -4.62 -1.07 -0.33
H -2.34 -0.89 7.94 0.38
H -2.60 0.82 7.62 0.28
H -1.19 0.31 8.55 0.39
H -2.42 -1.44 5.51 0.41
H -1.16 -1.60 3.39 0.47
H 1.76 1.13 4.94 0.50
H 0.50 1.27 7.07 0.38
H 1.91 -2.17 4.57 0.60
H 2.44 -4.56 4.55 0.39
H 2.69 -6.68 3.32 0.45
H 2.66 -7.92 1.20 0.41
H 2.13 -6.74 -0.93 0.46
H 1.63 -4.35 -0.92 0.58
H 3.97 -2.41 0.71 0.48
H 5.96 -1.57 -0.42 0.46
H 5.77 -0.18 -2.47 0.39
H 3.54 0.35 -3.38 0.48
H 1.10 0.27 -3.20 0.37
H -0.91 -0.57 -2.10 0.13
H -2.91 -1.72 -2.25 0.47
H -3.61 -3.25 -4.07 0.35
H -3.44 -5.39 -5.17 0.36
H -4.05 -6.50 -3.95 0.29
H -2.39 -6.65 -4.51 0.37
H -1.76 -6.52 -2.03 0.39
H -1.06 -4.99 -0.20 0.57
S 2.49 2.01 0.04 -0.40
C 2.57 3.55 -0.69 0.29
N 1.63 4.48 -0.38 0.20
C 1.53 5.64 -1.04 0.04
C 2.46 5.95 -2.00 -0.73
C 3.49 5.01 -2.17 -0.08
N 3.55 3.85 -1.55 -0.51
H 0.91 4.30 0.37 0.23
H 0.71 6.27 -0.75 0.42
H 2.41 6.87 -2.56 0.39
H 4.30 5.22 -2.86 0.40
C -4.69 1.50 0.93 -0.96
N -3.52 2.34 1.12 0.19
C -3.54 3.44 1.94 -0.07
C -2.45 4.20 2.14 -1.08
C -1.21 3.85 1.45 0.81
O -0.19 4.56 1.52 -0.92
N -1.23 2.71 0.73 -0.46
C -2.34 1.98 0.51 0.44
O -2.28 0.99 -0.24 -0.68
H -5.58 2.08 1.16 0.35
H -4.65 0.62 1.58 0.28
H -4.72 1.17 -0.10 0.28
H -4.49 3.65 2.41 0.35
H -2.48 5.08 2.76 0.45
Cl -0.15 2.73 -2.50 -0.57